Density functional theory data (ωB97M-V/def2-TZVPD) for 2 unconnected molecules or ions with the total composition C10H20N3O5S at a distorted geometry.

Properties
energy = -1331.2954 Eh
net charge = +1
LUMO level = -0.1258 hartree
frontier orbital gap = 9.386 eV

Cartesian coordinates (Å):
1 C -2.906689 1.138141 -0.592495
2 C -1.685723 1.117944 -1.645516
3 C -1.249698 -0.358494 -2.130400
4 O -0.028264 -0.220157 -2.934874
5 C 1.120095 -0.731094 -2.286008
6 N 1.451924 -2.149876 -2.139313
7 C 2.746843 -2.244102 -1.445982
8 C 3.227576 -0.815865 -1.134822
9 N 2.174492 0.063237 -1.656234
10 C 2.300455 1.552633 -1.529135
11 N 2.492339 2.062352 -0.145766
12 C 1.205200 2.315784 0.571491
13 H -2.551286 1.790006 0.298778
14 H -3.173418 0.078460 -0.238525
15 H -3.792543 1.693783 -1.057249
16 H -1.965370 1.698991 -2.601863
17 H -0.752023 1.628784 -1.223078
18 H -2.092441 -0.718154 -2.841519
19 H -1.183740 -1.129182 -1.288226
20 H 0.881296 -2.954129 -2.470648
21 H 3.364818 -3.155875 -1.163585
22 H 4.149982 -0.406914 -0.610872
23 H 1.413184 2.103924 -1.990526
24 H 3.245614 1.856078 -2.129317
25 H 3.031066 1.421237 0.453167
26 H 0.479481 1.417332 0.530565
27 H 1.432289 2.479524 1.691243
28 H 0.753060 3.287389 0.174697
29 C -0.902010 -1.940513 2.120645
30 C -1.158104 -2.003451 3.619385
31 O -1.152831 -0.643652 4.053146
32 S -1.727205 0.296729 2.861781
33 O -3.113154 0.546289 3.119683
34 O -0.783713 1.342331 2.604767
35 O -1.621881 -0.795220 1.662075
36 H 0.159839 -1.783916 1.907425
37 H -1.246526 -2.838472 1.605574
38 H -0.397624 -2.578880 4.147584
39 H -2.145310 -2.423000 3.833946

Force components x, y, z for each atom (eV/Å):
C 0.78 0.69 -0.02
C 0.36 -0.30 -0.47
C -2.81 0.83 0.27
O 3.38 -1.91 2.27
C 1.25 -0.27 0.95
N 2.17 3.84 1.19
C 0.69 4.80 0.58
C -3.84 -3.56 -2.10
N -1.33 -4.11 -0.87
C 1.11 2.09 -0.14
N -1.16 -1.06 -0.39
C -0.28 0.06 0.92
H -0.78 -1.32 -1.31
H 0.23 1.76 -0.51
H 1.14 -1.13 0.74
H 0.46 -0.93 1.49
H -1.41 -0.75 -0.46
H 1.67 0.39 1.01
H 0.36 1.19 -1.06
H 0.62 1.13 0.26
H -1.53 1.15 -0.75
H -1.52 -0.79 -0.96
H 1.12 -1.16 0.57
H -1.61 -0.76 0.85
H -0.04 0.42 -0.74
H 0.95 1.54 -0.05
H -0.33 -0.21 -1.87
H 0.37 -1.51 0.48
C 0.51 -0.27 0.18
C -0.43 -0.53 -0.10
O 0.20 0.62 -0.90
S -0.53 -0.06 0.59
O 1.21 0.06 -0.48
O -0.76 -0.60 0.30
O -0.16 0.24 0.51
H -0.01 -0.05 0.05
H -0.15 0.22 -0.02
H -0.01 0.30 0.05
H 0.09 -0.05 -0.05